Density functional theory data (ωB97M-V with the def2-TZVPD basis set) for an isolated molecule of C3H2N2O.

Structure (XYZ):
```
8
C3H2N2O | the Open Molecules 2025 dataset | ωB97M-V with the def2-TZVPD basis set
C -1.66225 0.03909 -0.05724
C -0.59947 0.72516 -0.12769
C 0.61294 0.46196 0.06557
N 0.98535 -0.97499 0.02102
N 1.89646 -0.20437 0.06028
O 3.05079 -0.01484 -0.08373
H -2.33527 0.05539 -0.85274
H -1.94857 -0.08740 0.97452
```

Its SMILES is C=C=C1N=[N+]1[O-]. For the HOMO energy, the calculation gives -9.64 eV. The LUMO energy is 0.194 eV. As for the net charge: 0. For the max |F|, the calculation gives 3.6 eV/A. Its electronic energy is -299.959817 Eh.

***

Density functional theory data (ωB97M-V with the def2-TZVPD basis set) for a structure of composition C62H46ClIrN2OP2S2.

Structure (XYZ):
```
117
C62H46ClIrN2OP2S2 | the Open Molecules 2025 dataset | ωB97M-V with the def2-TZVPD basis set
Ir 0.01671 -0.16598 0.55014
O -0.76619 0.40519 -1.75885
S -0.60032 1.60420 -0.89882
C -2.20143 2.40916 -0.72937
C -2.91165 2.80183 -1.84536
C -3.95902 3.73435 -1.77670
C -4.19307 4.35954 -0.57580
C -5.12487 5.45842 -0.16568
C -4.80599 5.72630 1.32469
C -3.84222 4.65264 1.71140
C -3.29690 4.28260 2.91285
C -2.53486 3.10621 2.96409
C -2.18183 2.37172 1.84192
P -1.72598 0.60449 1.97399
C -1.54569 0.31304 3.75614
C -0.64258 1.07901 4.49250
C -0.47158 0.84710 5.84260
C -1.20738 -0.14491 6.47404
C -2.10156 -0.91303 5.74602
C -2.25939 -0.70127 4.38708
C -3.34873 -0.11294 1.55446
C -3.45040 -1.02291 0.50985
C -4.67926 -1.57208 0.18848
C -5.80877 -1.20462 0.90009
C -5.71322 -0.28642 1.93607
C -4.48826 0.26196 2.26534
C -2.56900 2.86351 0.56052
C -3.49006 3.92293 0.56237
C 0.32432 2.79099 -1.90806
C -0.18738 4.02546 -2.23316
C 0.48233 4.93254 -3.06628
C 1.71167 4.58320 -3.55587
C 2.66364 5.30018 -4.45820
C 3.89321 4.37031 -4.55974
C 3.53653 3.16494 -3.75075
C 4.21926 2.00551 -3.48818
C 3.62879 1.07920 -2.62672
C 2.37607 1.24135 -2.04465
P 1.99586 -0.10626 -0.86512
C 3.39724 0.18962 0.28636
C 4.01079 -0.94286 1.06071
C 5.23442 -0.49618 1.80930
C 5.42907 0.75607 2.18096
C 4.39854 1.79644 1.89534
C 3.65271 1.45509 0.63814
C 2.18296 -1.56403 -1.94904
C 1.76151 -1.41976 -3.27386
C 1.84039 -2.48550 -4.14881
C 2.32242 -3.71084 -3.71692
C 2.69743 -3.87131 -2.39429
C 2.60611 -2.81521 -1.50345
C 1.62386 2.40756 -2.33706
C 2.26386 3.34319 -3.18062
H -2.62763 2.39398 -2.80551
H -4.50969 3.98600 -2.66889
H -6.15907 5.12961 -0.28891
H -4.99980 6.34858 -0.78251
H -5.70025 5.70518 1.94673
H -4.34540 6.70674 1.46238
H -3.50261 4.82349 3.82298
H -2.24069 2.74940 3.93882
H -0.08336 1.86284 4.00172
H 0.22835 1.44740 6.40393
H -1.08708 -0.31135 7.53206
H -2.68372 -1.67521 6.24018
H -2.94383 -1.31401 3.81899
H -2.56329 -1.29464 -0.04906
H -4.75057 -2.28566 -0.61795
H -6.76693 -1.62851 0.64664
H -6.59457 0.00124 2.48755
H -4.40574 0.97275 3.07624
H -1.15396 4.31852 -1.85600
H 0.01402 5.87098 -3.31375
H 2.92163 6.28021 -4.05404
H 2.20906 5.47107 -5.43532
H 4.79162 4.84591 -4.16298
H 4.11202 4.09907 -5.59210
H 5.19074 1.80383 -3.91072
H 4.18383 0.18007 -2.39655
H 4.33675 -1.68772 0.32346
H 5.98050 -1.24810 2.00361
H 6.30878 1.05647 2.72622
H 4.86127 2.78012 1.80780
H 3.24193 2.28782 0.08353
H 1.37416 -0.47268 -3.62038
H 1.53012 -2.35395 -5.17302
H 2.39768 -4.53693 -4.40710
H 3.06900 -4.82179 -2.04370
H 2.88049 -2.98040 -0.47329
S 0.66414 -5.23904 1.79881
C -0.11690 -4.49006 0.51991
C -0.41026 -3.15260 0.38469
C -0.08653 -2.11945 1.29992
C 0.28127 -2.24179 2.58814
C 2.18500 -0.76520 2.98008
C 3.05944 -0.36569 4.12776
C 3.61724 0.83377 4.16884
C 3.34471 1.84865 3.10107
C 2.01953 1.54939 2.49931
N 1.55021 0.38359 2.33928
H -0.40695 -5.16255 -0.27986
H -0.84461 -2.85851 -0.56218
H 3.19272 -1.11037 4.89390
H 4.27302 1.12217 4.97386
H 3.36835 2.85695 3.51439
H 1.43921 2.37884 2.11022
Cl 4.91517 -3.59861 1.83847
C 3.48684 -2.93715 2.55236
C 2.92391 -3.77269 3.50351
C 1.70281 -3.74742 4.14107
C 0.66984 -2.75843 3.95139
N 0.98863 -1.44343 3.42567
C 2.95527 -1.66820 1.94091
H 3.53442 -4.62916 3.75700
H 1.48024 -4.54057 4.83483
H -0.11750 -2.73309 4.70136
H 2.16037 -1.94663 1.22759
```

As for the spin multiplicity: 5. For the HOMO energy (spin up / spin down), the calculation gives -11.74 / -12.49 eV. The LUMO energy (spin up / spin down) is -4.946 / -7.248 eV. As for the net charge: +2. For the max |F|, the calculation gives 2.4 eV/A. Its electronic energy is -4617.866213 Eh.

***

Density functional theory data (ωB97M-V with the def2-TZVPD basis set) for a cluster of 6 separate species, C12H24Cl12 in total.

Structure (XYZ):
```
48
C12H24Cl12 | the Open Molecules 2025 dataset | ωB97M-V with the def2-TZVPD basis set
Cl -6.30736 1.30804 -2.26240
C -4.53429 1.16429 -2.29301
C -3.94554 1.72523 -3.50261
Cl -3.96805 0.66888 -4.95604
H -4.31741 0.11397 -2.09834
H -4.12256 1.60702 -1.38606
H -2.91012 1.95726 -3.25329
H -4.30900 2.71869 -3.76533
Cl 5.39052 5.76754 -2.09677
C 3.99492 5.32616 -1.12485
C 3.82259 3.87630 -1.20371
Cl 2.80868 3.30384 0.12929
H 3.08768 5.88836 -1.34605
H 4.29189 5.52791 -0.09566
H 4.70526 3.29718 -0.93241
H 3.23582 3.38335 -1.97881
Cl -2.03346 -1.89439 2.37942
C -3.13303 -1.17451 1.09587
C -4.02202 -2.34712 0.63098
Cl -5.21955 -1.94559 -0.67844
H -2.76355 -0.57160 0.26636
H -3.74109 -0.46429 1.65617
H -4.49195 -2.88601 1.45368
H -3.41698 -3.11313 0.14596
Cl 0.61591 1.43570 6.31263
C 1.59322 0.43676 5.11526
C 0.80068 0.02230 3.90713
Cl 0.19579 1.43149 3.03155
H 2.03558 -0.41586 5.63050
H 2.45292 1.05997 4.86904
H -0.02348 -0.65749 4.12336
H 1.44441 -0.53652 3.22785
Cl 0.45012 -4.33448 -1.76610
C 1.73362 -5.44813 -1.17069
C 2.84285 -4.51443 -0.55934
Cl 4.26363 -5.35240 0.11555
H 2.12687 -6.04552 -1.99325
H 1.24683 -6.08753 -0.43429
H 2.30214 -4.12920 0.30515
H 3.17553 -3.68893 -1.18860
Cl 1.46911 -1.39061 -0.55032
C 0.80187 0.10466 0.12064
C 0.43316 1.05030 -1.03040
Cl -0.87052 0.35276 -2.11436
H 1.55371 0.44318 0.83357
H -0.14626 -0.10502 0.61581
H 1.29843 1.18523 -1.67939
H 0.10244 1.94637 -0.50524
```

Its SMILES is ClCCCl.ClCCCl.ClCCCl.ClCCCl.ClCCCl.ClCCCl. For the HOMO energy, the calculation gives -10.52 eV. The LUMO energy is 0.269 eV. As for the net charge: 0. For the max |F|, the calculation gives 2.8 eV/A. Its electronic energy is -5993.906372 Eh.

***

Density functional theory data (ωB97M-V with the def2-TZVPD basis set) for an isolated molecule of C5H8F2O.

Structure (XYZ):
```
16
C5H8F2O | the Open Molecules 2025 dataset | ωB97M-V with the def2-TZVPD basis set
C -0.67123 -2.10497 0.08877
C -0.76637 -0.49552 0.21675
O -2.21513 -0.08703 0.19408
C -0.18924 0.22875 -0.83407
C 0.74064 1.29478 -0.69879
F 1.09376 2.07720 -1.68051
C 1.70044 1.33504 0.51945
F 1.51197 0.09830 1.26622
H -1.03764 -2.39886 -0.92938
H 0.34236 -2.48039 0.33709
H -1.23836 -2.63888 0.92032
H -0.53455 -0.04524 1.10902
H -2.19111 0.97690 -0.06725
H -0.78694 0.46113 -1.70091
H 1.44523 2.35155 1.07781
H 2.79617 1.42724 0.18142
```

Its SMILES is C[C@H](O)/C=C(/F)CF. For the HOMO energy, the calculation gives -9.23 eV. The LUMO energy is 0.713 eV. As for the net charge: 0. For the max |F|, the calculation gives 7.8 eV/A. Its electronic energy is -470.168185 Eh.

***

Density functional theory data (ωB97M-V with the def2-TZVPD basis set) for a structure of composition C4H7Br3MgN.

Structure (XYZ):
```
16
C4H7Br3MgN | the Open Molecules 2025 dataset | ωB97M-V with the def2-TZVPD basis set
Mg 2.84266 1.28432 1.97948
Br 1.51163 1.87414 3.91582
Br 5.00938 0.56393 2.47196
Br 2.70381 2.94742 0.30528
C -2.35004 -0.73648 -1.49059
C -1.48058 -0.88184 -0.26225
C -0.16371 -0.21089 -0.76156
C 0.95217 -0.34092 0.24688
N 1.86854 -0.42633 0.98145
H -3.33855 -0.88185 -1.05493
H -2.12346 -1.49793 -2.23689
H -2.25302 0.25210 -1.93935
H -1.42046 -1.93510 0.01184
H -1.78853 -0.24263 0.56520
H -0.30361 0.82265 -1.07831
H 0.33375 -0.59058 -1.65402
```

As for the spin multiplicity: 2. For the HOMO energy (spin up / spin down), the calculation gives -10.19 / -9.34 eV. The LUMO energy (spin up / spin down) is 0.305 / -5.166 eV. As for the net charge: 0. For the max |F|, the calculation gives 3.4 eV/A. Its electronic energy is -8133.596541 Eh.

***

Density functional theory data (ωB97M-V with the def2-TZVPD basis set) for a cluster of 18 separate species, C2H36F6N2O20S2 in total.

Structure (XYZ):
```
68
C2H36F6N2O20S2 | the Open Molecules 2025 dataset | ωB97M-V with the def2-TZVPD basis set
N 19.26921 2.43564 8.35401
H 20.08461 2.88738 8.74282
H 18.72904 2.07688 9.12836
H 19.54518 1.67981 7.74357
H 18.68111 3.10557 7.87921
C 19.40743 0.53120 12.81206
F 20.11288 -0.43625 13.39212
F 18.18272 0.60800 13.46278
F 20.24413 1.63532 12.83454
S 19.05992 -0.01596 10.95054
O 20.23994 0.14831 10.13393
O 18.57926 -1.38261 11.07107
N 17.97822 1.23625 10.38961
S 16.63151 0.50165 10.37074
O 16.54151 -0.42743 9.22215
O 16.19915 -0.04093 11.66088
C 15.36185 1.92689 10.02255
F 14.11934 1.46296 9.99807
F 15.47273 2.97335 10.82966
F 15.49165 2.40842 8.77848
O 16.20129 -1.71332 14.28460
H 15.76174 -0.88204 14.10571
H 15.68838 -2.36401 13.80527
O 20.25504 2.61092 16.02254
H 20.80797 1.91119 15.67488
H 19.65554 2.16735 16.62260
O 18.11920 3.48225 11.58044
H 17.82483 4.11045 10.92093
H 17.99559 2.62681 11.16910
O 17.89282 -4.06286 9.64854
H 18.36179 -4.36305 8.86996
H 18.45030 -3.37626 10.01465
O 21.70338 4.17949 12.99914
H 22.36031 3.70163 13.50543
H 21.11289 3.50117 12.67136
O 21.49815 -1.73688 15.57163
H 20.56865 -1.72817 15.34320
H 21.87630 -2.41569 15.01265
O 14.59728 5.59440 10.00100
H 15.39558 5.20157 9.64797
H 14.32531 6.22538 9.33457
O 15.38126 5.75389 12.76676
H 15.39381 5.72468 11.81009
H 15.15876 4.86126 13.03122
O 21.75425 -2.44916 11.20388
H 21.89071 -3.35728 10.93384
H 21.73469 -1.95537 10.38411
O 11.94757 2.29235 8.09449
H 12.54837 2.16394 7.36046
H 11.94594 1.45216 8.55309
O 19.75502 -3.73140 12.71815
H 20.14122 -2.97774 12.27197
H 19.78601 -3.50220 13.64698
O 23.01519 1.39838 10.88354
H 22.38138 0.68567 10.80250
H 23.83472 1.02931 10.55426
O 19.75344 0.34519 6.80881
H 19.71948 -0.00347 5.91801
H 20.06900 -0.38544 7.34062
O 16.80766 -1.83723 6.45124
H 17.62471 -2.10307 6.02935
H 17.07721 -1.50116 7.30600
O 22.58920 -0.78313 8.93205
H 22.97715 -0.37753 8.15666
H 21.76278 -0.31704 9.05863
O 17.23656 3.50704 7.00533
H 16.41358 3.05490 6.81960
H 17.03325 4.43463 6.88496
```

For the HOMO energy, the calculation gives -10.70 eV. The LUMO energy is -1.001 eV. As for the net charge: 0. For the max |F|, the calculation gives 6.6 eV/A. Its electronic energy is -3107.564366 Eh.